Arrangement P

This record from the OMol25 dataset describes 15 unconnected molecules or ions with the total composition H30O15. The level of theory is ωB97M-V with the def2-TZVPD basis set.

Last column: Löwdin charge in e.
Geometry (Å):
1 H 0.45645 0.59555 0.14258  0.0448
2 H 0.10518 -0.92484 0.48642  0.0891
3 H 2.91283 1.85166 1.92295  0.0122
4 H 1.70971 1.49442 2.79887  0.0088
5 H -2.69756 -4.14338 0.70808  0.0156
6 H -2.16397 -5.63397 0.85871  0.0946
7 H 3.81922 -3.55321 0.51900  0.0746
8 H 3.67988 -2.99101 1.98412  0.0425
9 H -1.37888 0.54470 -2.49249  0.0991
10 H -2.13383 -0.82397 -2.69681  -0.0108
11 H -5.17149 -1.52915 -1.58436  0.0620
12 H -3.59883 -1.54293 -1.68096  -0.0199
13 H 2.98128 -2.63072 -1.60783  0.0177
14 H 1.96990 -3.53933 -1.07760  0.1014
15 H -3.85105 2.00592 1.70496  -0.0236
16 H -5.27075 2.57505 1.70810  0.0433
17 H 5.65116 1.71840 0.01504  0.0331
18 H 4.35763 2.38836 -0.45137  0.0259
19 H -2.44347 3.50200 -0.81455  -0.0104
20 H -2.81135 4.40138 0.23925  0.0915
21 H 1.09696 4.43038 -1.35611  -0.0399
22 H 1.50848 5.75389 -0.95795  0.0757
23 H -2.56213 0.50434 1.29560  0.0646
24 H -2.11874 1.25511 0.07923  0.0058
25 H 2.23188 1.16185 -2.02122  0.0114
26 H 2.02708 0.20621 -3.26156  0.0724
27 H 1.48864 -1.71339 -3.25458  0.0318
28 H 0.23109 -2.36531 -2.38149  0.0908
29 H -0.36849 -1.51466 4.85866  0.0165
30 H 0.49289 -2.61407 4.24389  0.0297
31 O -0.19144 0.04211 0.62576  -0.1039
32 O 2.46519 2.06193 2.75385  -0.0474
33 O -3.02638 -5.04286 0.87512  -0.1144
34 O 3.38225 -2.79435 1.06797  -0.1537
35 O -2.09865 -0.08517 -2.14233  -0.0594
36 O -4.35737 -2.02669 -1.34497  -0.0611
37 O 2.96907 -3.33650 -0.98293  -0.0905
38 O -4.40461 2.65737 2.13752  -0.0614
39 O 4.98603 2.35000 0.27975  -0.0416
40 O -2.96905 4.30124 -0.77166  -0.0930
41 O 1.37037 4.83687 -0.59588  -0.0335
42 O -1.97696 1.22390 1.01330  -0.0630
43 O 2.66541 0.45864 -2.49877  -0.0779
44 O 0.51236 -1.70358 -3.11757  -0.1040
45 O 0.52407 -1.81218 4.77426  -0.0455

The LUMO energy comes out at -1.0 eV. For the HOMO energy, the calculation gives -10.59 eV. Its spin multiplicity is 1.

---

Arrangement Q

This record from the OMol25 dataset describes 15 unconnected molecules or ions with the total composition H30O15. The level of theory is ωB97M-V with the def2-TZVPD basis set.

Last column: Löwdin charge in e.
Geometry (Å):
1 O -1.60454 -3.72595 -0.85913  -0.0637
2 H -1.12284 -4.55290 -1.10439  0.0711
3 H -0.96745 -3.04370 -0.97900  -0.0409
4 O 2.58547 2.29071 -0.21905  -0.0248
5 H 2.34190 1.35917 -0.29891  -0.0082
6 H 3.28609 2.36898 0.37039  0.0045
7 O -2.07850 2.06335 -2.01066  -0.0812
8 H -1.37395 1.80556 -2.64566  0.0873
9 H -1.59530 2.76493 -1.51322  0.0226
10 O 2.41126 0.18173 -2.32289  -0.0593
11 H 2.52748 -0.41381 -1.57053  -0.0399
12 H 1.52283 0.46646 -2.28850  -0.0150
13 O 0.28103 0.09882 -0.33660  -0.0327
14 H -0.41919 -0.24444 -0.92809  0.0073
15 H 0.29312 -0.49423 0.39551  -0.0170
16 O -2.94525 1.61317 0.49468  -0.0579
17 H -2.77814 2.51853 0.84588  0.0664
18 H -2.59125 1.72689 -0.39349  -0.0366
19 O 2.34027 0.11803 2.17731  -0.0425
20 H 3.13154 0.27489 2.68062  0.0451
21 H 1.88778 0.93666 1.91456  0.0111
22 O 0.32844 2.32340 2.49275  -0.0622
23 H -0.25964 1.59277 2.23443  -0.0046
24 H 0.28096 3.00018 1.81443  0.0092
25 O 3.32992 -1.24105 -0.27192  -0.0175
26 H 2.77131 -1.11591 0.44945  -0.0243
27 H 4.18152 -0.80221 -0.14469  0.0826
28 O -0.41701 3.39011 -0.31771  -0.0423
29 H 0.14864 2.69338 -0.71257  0.0507
30 H -0.12653 4.22659 -0.69228  0.0782
31 O -1.18714 0.01752 2.79736  -0.0532
32 H -1.69291 -0.56861 3.32866  0.0316
33 H -1.62245 -0.13286 1.92907  0.0032
34 O -1.80697 -0.75696 -1.77940  -0.0179
35 H -2.49206 -1.36795 -1.98340  0.0575
36 H -2.26057 0.06877 -1.87187  0.0132
37 O -2.48766 -1.29777 0.85469  -0.0459
38 H -3.11350 -0.87028 0.25663  0.0591
39 H -2.92906 -2.10779 1.06868  0.0651
40 O 1.05232 -2.78816 -1.94146  -0.0193
41 H 1.88326 -3.15456 -2.19263  0.0386
42 H 1.22091 -2.31259 -1.14001  -0.0145
43 O 0.30939 -2.37804 1.19756  -0.0134
44 H 0.34077 -2.41914 2.14423  0.0534
45 H -0.58429 -2.11169 1.07117  -0.0230

The LUMO energy comes out at 0.0 eV. For the HOMO energy, the calculation gives -10.24 eV. Its spin multiplicity is 1.

---

Of them, arrangement Q has the highest stability.

---

Arrangement P

This record from the OMol25 dataset describes a single C5H13NS2 molecule. The level of theory is ωB97M-V with the def2-TZVPD basis set.

Last column: Löwdin charge in e.
Geometry (Å):
1 S -0.38523 -0.40032 2.04422  0.2938
2 S -1.74363 -0.52741 0.58930  0.4284
3 C -1.14321 -1.63342 -0.65611  -0.6254
4 C 0.27409 -1.55677 -1.23118  -0.2378
5 C 0.48725 -0.15621 -1.89746  -0.2273
6 N 1.46198 0.61472 -1.08372  -0.0947
7 C 1.07025 1.99529 -0.74461  -0.2804
8 C 2.14317 2.58338 0.20003  -0.0963
9 H -0.37673 -1.35976 2.99524  -0.1922
10 H -1.27175 -2.68957 -0.33672  0.0747
11 H -1.93478 -1.66130 -1.41973  0.0767
12 H 1.02481 -1.70068 -0.44028  0.0967
13 H 0.31489 -2.31846 -2.01236  0.0997
14 H -0.43956 0.43667 -1.90462  0.0988
15 H 0.76711 -0.36564 -2.93748  0.1056
16 H 2.33876 0.75505 -1.57505  0.1030
17 H 1.10120 2.61112 -1.65400  0.1046
18 H 0.08525 1.96357 -0.27619  0.0875
19 H 2.73989 3.28361 -0.34734  0.0546
20 H 2.81057 1.90978 0.71861  0.0620
21 H 1.69698 2.92727 1.13894  0.0678

Its SMILES is CCNCCCSS. The LUMO energy comes out at 0.6 eV. For the HOMO energy, the calculation gives -8.61 eV. Its spin multiplicity is 1.

---

Arrangement Q

This record from the OMol25 dataset describes a single C5H13NS2 molecule. The level of theory is ωB97M-V with the def2-TZVPD basis set.

Last column: Löwdin charge in e.
Geometry (Å):
1 S 0.54938 -1.30131 -3.82205  0.2784
2 S 1.45416 -1.53169 -2.24224  0.3828
3 C 0.32172 -1.22476 -0.80023  -0.4453
4 C -0.05581 0.26661 -0.58807  -0.5386
5 C -1.26845 0.69947 -1.46044  -0.0891
6 N -0.18342 0.71290 0.71833  -0.0753
7 C 0.65025 0.13266 1.81988  -0.2707
8 C 0.38756 0.89000 3.07654  -0.1200
9 H -0.27807 -2.22817 -4.24499  -0.1894
10 H 1.00200 -1.58826 -0.00656  0.0506
11 H -0.60742 -1.78927 -0.85077  0.0849
12 H 0.64316 1.03583 -1.03530  0.1380
13 H -2.24438 0.32721 -1.00767  0.0918
14 H -1.25889 0.29023 -2.50870  0.0347
15 H -1.24664 1.81330 -1.72833  0.0994
16 H -1.16412 0.78821 0.91441  0.0964
17 H 1.68472 0.26510 1.35632  0.1437
18 H 0.43973 -0.91370 1.93740  0.0875
19 H 0.80142 0.25229 3.91777  0.0854
20 H 0.98022 1.86672 3.28626  0.1002
21 H -0.60709 1.23664 3.26845  0.0545

Its SMILES is CCN[C@H](C)CSS. The LUMO energy comes out at 0.7 eV. For the HOMO energy, the calculation gives -8.36 eV. Its spin multiplicity is 1.

---

Of them, arrangement P has the highest stability.